DFT (the ωB97M-V functional and the def2-TZVPD basis) results for 11 unconnected molecules or ions with the total composition C37H100N4O11 at a distorted geometry.

Last column: Mulliken charge in e.
Element x y z (Å)
1 C 4.0943 2.2339 -0.0246  -0.62
2 O 3.5415 3.5284 -0.0416  -0.38
3 C 2.5107 3.7425 -1.0263  0.32
4 C 2.0701 5.2032 -1.0002  0.76
5 C 0.9398 5.6185 -1.8701  -1.18
6 N 3.1032 6.1492 -1.3798  -0.75
7 H 3.3610 1.4298 -0.0873  0.09
8 H 4.5392 2.1814 0.9691  0.28
9 H 4.8775 2.1255 -0.7749  0.33
10 H 2.7514 3.3811 -2.0261  0.35
11 H 1.6684 3.1050 -0.7575  -0.53
12 H 1.6822 5.2587 0.0169  -0.13
13 H 1.1211 5.5540 -2.9430  0.35
14 H 0.4995 6.5706 -1.5740  0.54
15 H 0.1604 4.8693 -1.7309  -0.18
16 H 3.8343 6.0415 -0.6913  0.32
17 H 2.6433 7.0297 -1.1970  0.32
18 C -6.7237 1.3555 -1.5215  -0.43
19 O -7.0218 1.2428 -0.1353  -0.44
20 C -5.9329 0.8156 0.6839  -0.62
21 C -4.8560 1.8706 0.8707  2.50
22 C -3.8258 1.5088 1.9097  -1.30
23 N -5.4108 3.1436 1.3020  -0.82
24 H -5.6947 1.6698 -1.6960  0.01
25 H -7.3811 2.0962 -1.9767  0.30
26 H -6.8175 0.4153 -2.0649  0.29
27 H -6.2799 0.5110 1.6713  0.38
28 H -5.4063 -0.0639 0.3134  0.35
29 H -4.2768 2.0510 -0.0349  -1.18
30 H -2.9203 2.1153 1.8934  0.19
31 H -3.5012 0.4901 1.6972  -0.15
32 H -4.3653 1.5855 2.8537  0.59
33 H -4.9050 3.9927 1.0939  0.25
34 H -6.2259 3.2531 0.7159  0.33
35 C 3.6189 4.5078 4.0263  -0.62
36 O 2.3746 4.1465 4.5344  -0.48
37 C 1.9744 2.8265 4.2416  -0.99
38 C 1.4669 2.6910 2.8218  1.97
39 C 0.5646 3.7581 2.3288  -1.23
40 N 0.6521 1.4843 2.6945  1.04
41 H 4.0990 5.2396 4.6759  0.28
42 H 3.4369 5.0550 3.1013  0.19
43 H 4.3313 3.6865 3.9469  0.27
44 H 2.8095 2.1446 4.4023  0.44
45 H 1.1972 2.4991 4.9321  0.30
46 H 2.3768 2.7504 2.2246  -0.77
47 H 1.0495 4.7277 2.2153  0.30
48 H -0.2453 3.8663 3.0503  0.37
49 H 0.3026 3.5666 1.2883  -0.07
50 H -0.0408 1.2908 3.4034  -0.11
51 H 0.1920 1.4513 1.7960  -0.63
52 C 1.3345 -3.4332 -0.2118  -1.05
53 O 0.1820 -2.6176 -0.2842  0.10
54 C 0.4235 -1.1618 -0.2199  -0.57
55 C -0.9263 -0.4777 0.1356  2.00
56 C -2.0406 -0.8104 -0.8121  0.57
57 N -0.7487 0.9449 0.0436  0.92
58 H 1.0058 -4.4221 0.1076  0.27
59 H 2.0769 -3.1473 0.5333  0.26
60 H 1.7627 -3.5108 -1.2111  0.30
61 H 1.1420 -1.0063 0.5849  0.32
62 H 0.8978 -0.8728 -1.1578  -0.21
63 H -1.2199 -0.8175 1.1287  -0.44
64 H -2.8549 -0.0946 -0.7000  -0.15
65 H -2.5468 -1.7690 -0.6985  -0.60
66 H -1.5985 -0.7996 -1.8084  -0.69
67 H -1.6705 1.3571 0.0647  -0.39
68 H -0.5045 1.1998 -0.9027  -0.91
69 C -3.7387 -3.1075 1.5442  -0.78
70 C -3.0084 -4.3706 1.0486  0.32
71 C -3.3029 -4.6680 -0.4854  -0.90
72 O -1.5521 -4.3201 1.0902  -0.56
73 H -4.7830 -3.2365 1.2599  0.44
74 H -3.3347 -2.1575 1.1943  -0.06
75 H -3.6953 -3.0226 2.6300  0.29
76 H -3.4044 -5.2034 1.6298  0.44
77 H -4.3704 -4.8768 -0.5558  0.45
78 H -2.7441 -5.5425 -0.8186  0.36
79 H -3.0148 -3.9127 -1.2165  -0.16
80 H -1.3245 -3.5815 0.5207  0.31
81 C 3.4033 -2.5650 3.9175  -1.54
82 C 2.3804 -1.4318 4.0683  1.11
83 C 2.6214 -0.6450 5.3090  -1.34
84 O 2.6499 -0.5966 2.9744  -0.39
85 H 3.4495 -3.1706 4.8226  0.41
86 H 4.3787 -2.1457 3.6709  0.32
87 H 3.1645 -3.3690 3.2212  0.33
88 H 1.3492 -1.7785 4.0017  0.09
89 H 2.3008 -1.2590 6.1506  0.47
90 H 2.0131 0.2593 5.2966  0.15
91 H 3.6248 -0.2384 5.4360  0.30
92 H 1.9707 0.0816 2.9569  0.04
93 C -2.4183 -1.4679 6.9411  -1.56
94 C -1.6735 -0.7326 5.7873  0.95
95 C -2.3678 -0.8836 4.4646  -0.62
96 O -1.6541 0.6249 6.1610  -0.57
97 H -3.4991 -1.5441 6.8225  0.34
98 H -2.3200 -1.0179 7.9291  0.38
99 H -2.1817 -2.5297 7.0094  0.38
100 H -0.6369 -1.0633 5.7220  -0.13
101 H -1.7333 -0.4101 3.7153  -0.30
102 H -3.3849 -0.4946 4.4169  0.47
103 H -2.4069 -1.8824 4.0299  0.27
104 H -2.5197 0.9846 5.9538  0.37
105 C 1.7986 -0.6884 -4.0074  -1.07
106 C 2.6807 0.4777 -3.5291  1.65
107 C 4.1951 0.4322 -3.8418  -1.64
108 O 2.1449 1.6563 -4.0126  -0.56
109 H 2.1594 -1.6425 -3.6232  0.23
110 H 1.7831 -0.8118 -5.0903  0.49
111 H 0.7664 -0.4497 -3.7511  -0.01
112 H 2.6126 0.5661 -2.4448  -0.59
113 H 4.3111 0.2129 -4.9032  0.44
114 H 4.6837 -0.3835 -3.3089  0.42
115 H 4.7268 1.3345 -3.5395  0.40
116 H 2.6769 1.9670 -4.7487  0.30
117 C 6.8003 -5.7255 -2.6184  -1.32
118 C 6.0012 -4.8576 -3.5342  0.58
119 C 4.4939 -5.0373 -3.3324  -1.19
120 O 6.3327 -3.5531 -3.2510  -0.51
121 H 6.6650 -5.4138 -1.5827  0.33
122 H 7.8726 -5.6934 -2.8119  0.39
123 H 6.4384 -6.7521 -2.6742  0.34
124 H 6.2012 -5.0333 -4.5912  0.16
125 H 4.2032 -4.8066 -2.3076  0.20
126 H 4.2587 -6.0743 -3.5717  0.41
127 H 3.8890 -4.4007 -3.9781  0.29
128 H 7.2691 -3.4175 -3.4130  0.32
129 C -3.7308 -2.1739 -4.0853  -0.94
130 C -2.4329 -2.7902 -4.6659  0.23
131 C -1.3254 -3.2983 -3.7210  -0.51
132 O -2.8393 -3.9101 -5.4350  -0.60
133 H -4.4436 -1.9451 -4.8775  0.37
134 H -3.5303 -1.2810 -3.4931  0.06
135 H -4.1649 -2.9999 -3.5220  0.26
136 H -1.9874 -2.1229 -5.4038  0.33
137 H -0.9462 -2.4629 -3.1325  -0.14
138 H -0.4794 -3.5986 -4.3392  0.39
139 H -1.5622 -4.0928 -3.0133  0.19
140 H -3.3125 -4.4664 -4.8120  0.39
141 C -1.8024 1.9596 -3.9777  -1.59
142 C -1.1611 2.9805 -2.9762  0.57
143 C -2.2499 3.3508 -1.9150  -1.23
144 O -0.1176 2.3505 -2.2369  0.21
145 H -1.8109 0.9039 -3.7068  0.09
146 H -1.2098 1.9670 -4.8925  0.45
147 H -2.7823 2.2836 -4.3283  0.42
148 H -0.8611 3.8849 -3.5055  0.34
149 H -2.8200 2.5417 -1.4587  -0.13
150 H -3.0481 3.9813 -2.3069  0.59
151 H -1.7828 3.9650 -1.1452  0.28
152 H 0.4721 2.0141 -2.9157  -0.32

Forces on atoms 1 to 6 (eV/Å):
0.212 0.460 0.714
-0.683 0.758 -0.924
-0.181 -0.470 -0.050
0.212 -0.427 -0.039
-2.038 -1.859 -0.518
0.542 -0.432 1.031

The calculation puts the total energy at -2516.19753 a.u. The HOMO energy is -8.76 eV. The value obtained for the LUMO energy is 0.44 eV. As for the HOMO-LUMO gap: 9.2 eV. As for the structure (SMILES): COC[C@H](C)N.COC[C@H](C)N.COC[C@H](C)N.COC[C@H](C)N.CC(C)O.CC(C)O.CC(C)O.CC(C)O.CC(C)O.CC(C)O.CC(C)O. The charge is 0. Its energy above the lowest of the compared OMol25 structures with the same formula, charge and spin is 10.2 kcal per mole. As for the spin multiplicity: 1.